ORCA calculation (ωB97M-V/def2-TZVPD) on a 6-piece molecular cluster, C5H23N2O6 overall in a non-equilibrium geometry.

Calculated values
**Energy above the lowest of the compared OMol25 structures with the same formula, charge and spin**: 0.000 eV
**Spin multiplicity**: 2
**DFT total energy**: -20804.3129 eV
**<S²>**: 0.75
**Total charge**: +2
**LUMO energy (alpha / beta)**: -0.2506 / -0.4235 Eh

Geometry (Å):
N (-1.22175, -0.61024, -1.77519)
C (-1.57546, 0.61043, -0.82633)
C (-2.93540, 0.64003, -0.18463)
C (-0.42183, 0.60171, 0.33010)
N (0.85053, 0.26891, -0.33789)
C (1.65192, -0.88245, 0.11380)
C (2.10402, -1.51310, -1.22712)
O (1.51062, -1.45720, -2.26824)
H (-0.24554, -0.81929, -1.80446)
H (-1.60681, -0.49858, -2.73178)
H (-1.76378, -1.45700, -1.37831)
H (-1.54292, 1.40939, -1.46464)
H (-2.99471, -0.14423, 0.67695)
H (-3.76361, 0.57307, -0.87991)
H (-2.96393, 1.63510, 0.28167)
H (-0.58989, -0.08379, 1.09606)
H (-0.45183, 1.61185, 0.90621)
H (1.36082, 1.11033, -0.51191)
H (2.42551, -0.59178, 0.74150)
H (0.97329, -1.63042, 0.68232)
H (3.08166, -1.97192, -1.17139)
H (1.76969, 1.81128, 4.29520)
H (0.67902, 2.81839, 3.58386)
O (1.42187, 2.19198, 3.51576)
H (3.79408, 2.34682, 1.54259)
H (2.40653, 2.21194, 2.16261)
O (2.84545, 2.39643, 1.35550)
H (2.07539, 3.48841, 0.44628)
H (1.15327, 4.67605, 0.33724)
O (1.37181, 3.82775, -0.14093)
H (-0.22938, -4.27719, -0.71771)
H (-0.40927, -4.22990, -2.31550)
O (-0.61316, -3.81101, -1.47765)
H (-3.50038, -3.35593, -0.19988)
H (-2.01545, -3.79942, -0.37514)
O (-2.63040, -3.09643, -0.27905)

Cartesian forces, eV/Å:
N -4.0 -0.5 1.5
C 1.2 -2.5 1.3
C 0.4 -1.4 2.1
C -0.6 2.0 -2.1
N -0.6 0.6 4.3
C -4.0 -1.5 -2.1
C 1.2 -0.3 0.0
O -0.6 0.4 0.7
H 1.1 -0.5 -0.6
H 0.4 0.2 0.5
H 0.9 0.6 -0.4
H 0.9 2.3 -1.4
H -0.3 1.3 -1.7
H -0.1 -0.2 -0.1
H -0.3 -0.2 0.0
H -0.6 -1.8 0.8
H 0.7 -1.1 -1.7
H 0.9 1.1 -1.1
H 1.7 0.9 1.0
H 1.0 1.2 -1.0
H 0.5 -0.5 0.0
H -0.1 0.0 1.7
H 0.7 -0.5 0.9
O -0.9 0.5 -2.3
H -0.2 0.2 -0.1
H -1.0 -0.1 2.0
O 1.8 -0.6 -1.8
H 0.0 -0.1 -0.4
H 0.1 -1.1 -1.2
O -0.6 1.3 1.1
H 0.3 -0.4 -0.9
H 0.3 -0.6 0.1
O 0.5 0.6 0.5
H -2.8 -1.3 0.4
H 0.0 -1.1 -0.5
O 1.8 3.2 0.2